Entry 1:
{"formula": "C3H6N2O2S", "method": "ωB97M-V with the def2-TZVPD basis set", "homo_energy_ev": 1.9, "orbital_gap_ha": 0.144, "charge": -2, "total_energy_ev": -21114.088, "relative_energy_kj_mol": 81.3, "lumo_ev": 5.868, "species": ["C", "C", "C", "N", "N", "O", "O", "S", "H", "H", "H", "H", "H", "H"], "xyz": [[-0.54217, -1.12529, 0.61416], [0.91797, 0.84197, 1.13204], [0.42210, -0.00748, 0.00371], [-1.07205, -0.02298, -1.88379], [-0.46305, 0.83734, -0.88221], [0.11984, 1.96594, -1.38702], [-1.57637, -0.80077, 1.22907], [0.02610, -2.72021, 0.42837], [0.13638, 1.19724, 1.77432], [1.56224, 0.12728, 1.78255], [1.55328, 1.70420, 0.93694], [1.31240, -0.67537, -0.30614], [-0.46535, -0.84281, -2.13571], [-1.93130, -0.47908, -1.30628]], "forces_ev_per_a": [[-0.5, 1.3, 0.9], [1.8, -1.2, 2.0], [-1.1, -0.3, -0.1], [-2.2, -1.5, 1.2], [0.7, -0.9, 0.8], [0.4, -0.4, -0.4], [1.0, -0.2, -0.7], [0.2, -1.1, -0.1], [-0.8, 0.1, 0.2], [-0.8, 1.0, -0.7], [0.0, -0.1, -0.8], [-1.0, 1.3, -0.9], [-0.3, 0.7, 0.4], [2.6, 1.2, -1.8]]}

=====

Entry 2:
{"formula": "C46H59ClN11O2S", "method": "ωB97M-V with the def2-TZVPD basis set", "homo_energy_ev": -10.2, "orbital_gap_ha": 0.209, "charge": 1, "total_energy_ev": -92487.152, "lumo_ev": -4.504, "species": ["N", "C", "C", "C", "C", "C", "N", "C", "N", "S", "N", "C", "C", "C", "O", "C", "C", "O", "Cl", "H", "H", "H", "H", "H", "H", "H", "H", "H", "H", "H", "H", "H", "H", "H", "H", "H", "H", "H", "H", "H", "H", "H", "H", "N", "C", "C", "C", "C", "C", "H", "H", "H", "H", "H", "N", "C", "C", "C", "C", "C", "H", "H", "H", "H", "H", "N", "C", "C", "C", "C", "C", "H", "H", "H", "H", "H", "N", "C", "C", "C", "C", "C", "H", "H", "H", "H", "H", "N", "C", "C", "C", "C", "C", "H", "H", "H", "H", "H", "N", "C", "C", "C", "C", "C", "H", "H", "H", "H", "H", "N", "C", "C", "C", "C", "C", "H", "H", "H", "H", "H"], "xyz": [[-1.25617, 4.30835, -1.06917], [-0.60878, 3.70534, -2.29879], [0.38876, 2.44739, -1.83811], [-0.53797, 1.10086, -1.69017], [-0.00850, 0.07467, -0.48053], [-1.17984, 0.10052, 0.66732], [-0.74562, -0.36436, 2.03943], [-1.72925, 0.14297, 3.11471], [-3.09468, -0.08380, 2.91900], [-4.33440, 0.45694, 4.07561], [-1.25411, 0.86239, 4.39405], [-0.90201, -0.27482, 5.35025], [0.01278, 0.16744, 6.62985], [1.60359, -0.19192, 6.53284], [1.96547, -1.23573, 5.56467], [-0.07081, 1.76118, 4.11359], [-0.53995, 2.77534, 2.87528], [0.32959, 3.00785, 1.88841], [-2.26464, 3.54846, 2.84266], [-1.85231, 3.58490, -0.58354], [-0.49400, 4.64918, -0.44000], [-1.48748, 3.26100, -2.97250], [-0.03493, 4.54192, -2.89948], [1.19917, 2.27997, -2.68433], [0.89336, 2.76297, -0.80811], [-1.65076, 1.45955, -1.50301], [-0.51617, 0.54706, -2.74175], [0.12607, -0.98381, -0.96246], [0.98458, 0.53700, -0.06847], [-1.71033, 1.16837, 0.69240], [-2.03659, -0.65073, 0.31863], [-0.65904, -1.41410, 2.09812], [-3.48237, -0.59796, 2.07896], [-4.98262, 1.52248, 3.42304], [-1.94760, -0.63978, 5.79695], [-0.49769, -1.17286, 4.71997], [-0.05757, 1.33146, 6.87443], [-0.43349, -0.37422, 7.59022], [2.31467, 0.73276, 6.34611], [1.91938, -0.61239, 7.60478], [2.57469, -1.93757, 5.97383], [0.86832, 1.11419, 3.85128], [0.21448, 2.47132, 5.01585], [1.76637, 6.72111, -3.24192], [1.26343, 7.90085, -3.66690], [1.62576, 9.12878, -3.13675], [2.55793, 9.15088, -2.10473], [3.09255, 7.95210, -1.64404], [2.67066, 6.77450, -2.23999], [0.53730, 7.83094, -4.47158], [1.19135, 10.04557, -3.51890], [2.86551, 10.09432, -1.66319], [3.82055, 7.93546, -0.84091], [3.06136, 5.81322, -1.91811], [2.50264, -0.28353, -2.83620], [3.54581, -0.52391, -2.01196], [4.77411, -0.99969, -2.44215], [4.94460, -1.24880, -3.79986], [3.88813, -1.01285, -4.67354], [2.69871, -0.53312, -4.14910], [3.36235, -0.31719, -0.96159], [5.57811, -1.17226, -1.73571], [5.89284, -1.62345, -4.17420], [3.98891, -1.19744, -5.73705], [1.84594, -0.32974, -4.79077], [-5.94534, -4.19711, 3.10978], [-7.00768, -4.95327, 3.46333], [-8.02033, -4.51541, 4.30176], [-7.93909, -3.22470, 4.81357], [-6.85610, -2.42239, 4.46928], [-5.89481, -2.94785, 3.62091], [-7.02414, -5.95377, 3.04095], [-8.85189, -5.16512, 4.55003], [-8.71331, -2.84693, 5.47503], [-6.76336, -1.41228, 4.85182], [-5.03240, -2.35968, 3.31988], [-3.18430, 1.32811, -3.95706], [-2.84339, 0.84640, -5.17242], [-3.55244, -0.14190, -5.83623], [-4.67835, -0.67335, -5.21624], [-5.05374, -0.19914, -3.96351], [-4.28306, 0.79408, -3.38087], [-1.95570, 1.29045, -5.61342], [-3.23428, -0.48915, -6.81268], [-5.25869, -1.45040, -5.70517], [-5.92567, -0.59302, -3.45373], [-4.53712, 1.19973, -2.40557], [4.68321, -3.10697, 5.46270], [5.72638, -3.34735, 6.28694], [6.95468, -3.82313, 5.85675], [7.12517, -4.07224, 4.49904], [6.06871, -3.83629, 3.62535], [4.87928, -3.35656, 4.14979], [5.54293, -3.14063, 7.33730], [7.75868, -3.99570, 6.56318], [8.07341, -4.44689, 4.12470], [6.16948, -4.02088, 2.56185], [4.02651, -3.15318, 3.50813], [-7.24745, 1.14745, -8.40523], [-7.75038, 2.32719, -8.83021], [-7.38806, 3.55512, -8.30005], [-6.45589, 3.57722, -7.26804], [-5.92127, 2.37845, -6.80734], [-6.34316, 1.20084, -7.40330], [-8.47652, 2.25728, -9.63488], [-7.82247, 4.47191, -8.68221], [-6.14831, 4.52066, -6.82650], [-5.19327, 2.36180, -6.00422], [-5.95246, 0.23956, -7.08142], [7.40792, -5.41669, 1.39865], [8.37373, -5.58061, 0.46822], [8.89233, -6.81311, 0.10472], [8.39452, -7.94850, 0.73525], [7.40086, -7.81189, 1.69915], [6.94308, -6.53737, 1.99232], [8.73182, -4.66472, 0.00717], [9.66589, -6.88596, -0.65130], [8.77741, -8.93169, 0.47761], [6.99245, -8.67702, 2.20908], [6.16584, -6.37896, 2.73470]], "forces_ev_per_a": [[0.5, -0.7, -0.4], [-0.1, -0.9, -0.1], [-0.5, 0.5, -0.8], [0.4, 0.1, -0.4], [-0.8, 1.1, -0.5], [-1.4, -0.6, -1.9], [-2.2, 1.3, 2.1], [-0.7, -0.8, -0.7], [2.5, 1.4, 0.6], [0.1, 0.3, -0.5], [-0.2, -1.4, -2.4], [-1.3, -1.3, 1.1], [0.2, 0.1, 0.5], [1.5, -0.7, 1.6], [-0.1, 0.0, 1.3], [-0.1, 0.7, -0.9], [5.8, 0.5, -5.0], [-6.3, -1.3, 6.7], [2.4, -1.2, 0.2], [1.2, 1.1, -0.6], [-1.1, -0.7, -0.5], [2.0, 1.0, 1.3], [-1.1, -1.7, 1.3], [-1.5, 0.2, 2.0], [-1.0, -0.8, -2.2], [2.2, -0.9, -0.3], [-0.2, 1.1, 2.4], [-0.1, 2.0, 1.3], [-1.9, -1.2, -0.6], [1.5, -2.2, 0.3], [1.6, 1.6, 0.3], [-0.1, 1.5, 0.1], [1.2, 0.7, 1.2], [1.1, -1.1, 0.1], [2.2, 0.8, -1.0], [-0.1, 1.6, 1.6], [-0.1, -2.5, -0.7], [0.9, 1.1, -2.3], [-1.8, -1.6, 0.2], [-0.8, 1.2, -2.2], [-1.0, 1.6, -0.8], [-1.6, 1.6, -0.1], [-1.0, -1.7, -1.7], [0.3, 0.9, 0.4], [0.3, -0.9, 0.2], [0.2, 0.0, 0.2], [0.0, 0.0, 0.0], [-0.1, 0.2, -0.1], [-0.6, -0.1, -0.7], [0.1, 0.0, 0.1], [0.0, -0.1, 0.0], [0.0, -0.1, -0.1], [-0.1, 0.0, -0.1], [0.0, 0.1, 0.0], [0.9, -0.4, -0.3], [-0.7, 0.2, -0.5], [0.0, 0.0, -0.2], [0.0, 0.0, 0.0], [0.2, 0.0, 0.2], [-0.2, 0.2, 0.8], [0.1, 0.0, 0.0], [-0.1, 0.0, 0.0], [-0.1, 0.0, 0.0], [0.0, 0.0, 0.1], [0.1, 0.0, 0.0], [-0.7, 0.4, 0.6], [0.8, 0.4, -0.3], [0.0, 0.3, 0.1], [0.0, 0.0, 0.0], [-0.1, -0.1, 0.0], [-0.2, -1.0, -0.3], [0.0, 0.1, 0.0], [0.1, 0.1, 0.0], [0.1, 0.0, -0.1], [0.0, -0.1, 0.0], [0.0, 0.0, 0.1], [-0.6, -0.7, -0.4], [-0.1, 0.4, 0.8], [-0.2, -0.1, 0.2], [0.1, -0.1, 0.1], [0.1, -0.1, -0.2], [0.8, 0.4, -0.4], [-0.1, 0.0, 0.0], [0.0, 0.1, 0.1], [0.1, 0.1, 0.1], [0.1, 0.1, 0.0], [0.0, 0.0, -0.1], [0.6, -0.2, -0.2], [-0.7, 0.2, -0.4], [0.0, 0.0, -0.3], [0.0, 0.0, 0.0], [-0.1, 0.1, 0.2], [-0.2, 0.2, 0.9], [0.1, 0.0, -0.1], [-0.1, 0.0, 0.0], [-0.1, 0.0, 0.0], [0.1, 0.1, 0.2], [0.1, 0.0, 0.0], [0.3, 0.9, 0.4], [0.3, -0.9, 0.2], [0.2, 0.0, 0.2], [0.0, 0.0, 0.0], [-0.1, 0.2, -0.1], [-0.7, -0.1, -0.8], [0.1, 0.0, 0.1], [0.0, -0.1, 0.0], [0.0, -0.1, 0.0], [0.0, 0.0, 0.0], [-0.1, 0.2, -0.1], [0.5, -1.1, -0.4], [-0.6, 0.2, 0.6], [-0.1, -0.2, 0.1], [0.0, 0.0, 0.0], [0.2, 0.0, -0.2], [0.2, 0.7, -0.4], [0.0, -0.1, 0.0], [-0.1, 0.0, 0.1], [0.0, 0.1, 0.0], [0.0, 0.1, 0.0], [0.1, -0.1, 0.0]]}

=====

Entry 3:
{"formula": "C5H11NO2", "method": "ωB97M-V with the def2-TZVPD basis set", "homo_energy_ev": -8.8, "orbital_gap_ha": 0.245, "total_energy_ev": -10942.795, "relative_energy_kj_mol": 624.4, "lumo_ev": -2.109, "species": ["C", "N", "C", "O", "O", "C", "C", "C", "H", "H", "H", "H", "H", "H", "H", "H", "H", "H", "H"], "xyz": [[0.41049, -1.22690, 0.02047], [1.77116, -1.00906, 0.18901], [2.23937, 0.23579, 0.66916], [-2.46350, 0.04392, 1.34610], [3.19273, 0.77981, 0.21770], [-0.47270, -0.14419, 0.01143], [-1.30580, -0.09215, -1.35798], [-2.30085, 0.99799, -1.13108], [-3.00092, 0.18212, 2.13212], [0.16061, -2.11577, 0.61685], [2.34009, -1.25790, -0.63529], [1.68671, 0.54739, 1.56629], [0.12744, 0.77034, -0.00386], [-1.24145, -0.03717, 0.88635], [-0.60328, 0.01662, -2.18150], [-1.73712, -1.08102, -1.49233], [-2.43904, 1.85429, -1.79260], [-1.99806, 1.40378, -0.17384], [-3.26908, 0.56111, -0.89732]], "forces_ev_per_a": [[-0.4, 1.1, 3.8], [1.3, 0.7, -1.2], [-0.6, -0.7, 0.2], [-0.4, -0.6, -0.4], [0.7, 0.5, -0.2], [3.7, -0.3, -3.5], [-0.1, -0.9, 0.7], [-1.0, 0.9, 0.6], [0.8, 0.2, 0.5], [-0.8, -1.0, -1.9], [-0.1, -0.5, 0.7], [0.0, 0.2, 0.0], [-0.1, 0.2, -0.2], [-2.5, -0.4, 2.0], [0.2, 0.4, 0.1], [-0.4, 0.0, -0.1], [0.4, -0.5, -0.7], [-0.5, 0.7, -0.1], [-0.1, 0.1, -0.2]]}